(1)
A molecular structure, C27H50N6OSi2Tl. Source: the OMol25 dataset; level of theory: the ωB97M-V functional and the def2-TZVPD basis.

- total charge = -1
- highest occupied orbital energy (eV) = -2.59
- total energy (hartree) = -2214.15052

```
87
C27H50N6OSi2Tl, DFT the ωB97M-V functional and the def2-TZVPD basis
Tl -0.642 -1.638 0.101
C 2.510 3.152 -1.128
N 3.121 1.884 -0.824
C 4.522 1.815 -1.178
C 2.368 0.726 -0.661
N 1.129 0.574 -0.964
C 0.492 1.279 -1.980
C 1.080 1.298 -3.226
C 0.477 1.918 -4.330
C -0.737 2.515 -4.189
C -1.401 2.505 -2.937
C -2.677 3.117 -2.851
C -3.368 3.108 -1.679
C -2.806 2.504 -0.545
C -1.557 1.921 -0.561
N -1.117 1.296 0.607
C -1.144 1.875 1.755
N -1.041 3.244 1.998
C -0.595 4.161 0.981
C -1.859 3.865 3.018
N -1.263 1.138 2.910
C -0.269 1.283 3.962
C -1.846 -0.193 2.864
C -0.808 1.884 -1.798
N 3.086 -0.298 -0.086
C 3.723 -0.086 1.205
C 2.687 -1.678 -0.306
H 3.063 3.946 -0.618
H 1.489 3.157 -0.774
H 2.495 3.367 -2.204
H 4.664 2.066 -2.237
H 4.901 0.813 -0.998
H 5.104 2.525 -0.582
H 2.028 0.785 -3.345
H 0.977 1.906 -5.291
H -1.229 2.989 -5.030
H -3.095 3.566 -3.743
H -4.353 3.555 -1.617
H -3.368 2.466 0.382
H 0.047 3.642 0.283
H -0.021 4.963 1.455
H -1.423 4.605 0.417
H -2.202 3.119 3.728
H -2.732 4.357 2.569
H -1.284 4.625 3.556
H 0.183 2.271 3.921
H 0.506 0.516 3.847
H -0.742 1.151 4.939
H -2.550 -0.255 2.036
H -2.392 -0.359 3.797
H -1.071 -0.961 2.766
H 3.929 0.972 1.351
H 4.666 -0.637 1.250
H 3.064 -0.452 2.001
H 2.133 -1.757 -1.239
H 2.085 -2.050 0.529
H 3.592 -2.289 -0.389
C 2.315 -3.169 4.576
Si 1.051 -3.339 3.175
C -0.542 -3.928 4.007
C 1.659 -4.786 2.119
O 0.856 -2.000 2.334
H 2.417 -4.100 5.143
H 2.017 -2.381 5.273
H 3.300 -2.907 4.181
H -0.409 -4.878 4.534
H -1.334 -4.064 3.266
H -0.890 -3.187 4.733
H 1.745 -5.717 2.687
H 2.642 -4.559 1.696
H 0.975 -4.963 1.285
C -0.485 -2.387 -3.398
Si -2.284 -2.718 -2.879
C -2.978 -3.736 -4.329
C -3.177 -1.053 -2.991
C -2.371 -3.346 -1.202
H -0.407 -2.104 -4.451
H 0.135 -3.274 -3.238
H -0.057 -1.570 -2.809
H -2.838 -3.225 -5.287
H -4.046 -3.925 -4.196
H -2.479 -4.707 -4.384
H -3.193 -0.650 -4.007
H -2.689 -0.315 -2.347
H -4.210 -1.149 -2.648
H -1.881 -4.304 -1.004
H -3.371 -3.333 -0.757
```

---

(2)
A molecular structure, C27H50OP2Ti at a distorted geometry. Source: the OMol25 dataset; level of theory: the ωB97M-V functional and the def2-TZVPD basis.

- total charge = +1
- spin multiplicity = 2
- highest occupied orbital energy (spin up / spin down) (eV) = -9.11 / -9.19
- total energy (hartree) = -2665.79998

```
81
C27H50OP2Ti, DFT the ωB97M-V functional and the def2-TZVPD basis
Ti 0.326 -0.047 -0.064
C -0.906 -1.830 2.042
C 0.402 -1.979 1.373
C 0.657 -0.822 3.396
C -0.729 -1.104 3.231
C 1.368 -1.307 2.285
C -2.130 -2.626 1.784
H -2.044 -3.250 0.896
H -3.018 -1.987 1.676
H -2.308 -3.310 2.627
C -1.780 -0.831 4.251
H -2.682 -1.405 4.039
H -2.058 0.224 4.284
H -1.431 -1.119 5.245
C 1.286 -0.296 4.634
H 1.543 -1.109 5.323
H 0.621 0.376 5.175
H 2.213 0.231 4.401
C 2.837 -1.506 2.273
H 3.119 -2.304 2.973
H 3.348 -0.593 2.591
H 3.213 -1.780 1.286
C 0.823 -3.227 0.656
H 1.342 -3.907 1.352
H 1.508 -3.008 -0.170
H -0.028 -3.773 0.245
C -1.448 1.153 -2.743
C -2.060 -0.149 -3.291
C -1.238 -0.966 -4.272
C 0.275 -0.969 -4.142
C 0.878 -0.802 -2.734
C 1.808 0.435 -2.784
C 1.135 1.742 -3.253
C -0.382 1.789 -3.603
H -1.496 -0.601 -5.265
H 0.666 -0.210 -4.811
H -1.585 -1.997 -4.258
H -0.502 1.468 -4.634
H -2.220 1.891 -2.603
H -3.013 0.061 -3.751
H -0.618 2.852 -3.597
H 1.389 2.542 -2.546
H 2.688 0.282 -3.413
H 1.610 2.028 -4.205
H 0.647 -1.905 -4.545
H 1.497 -1.696 -2.507
P -2.295 -0.792 -1.556
C -3.734 0.114 -0.939
C -1.952 -2.545 -1.688
P 2.590 0.414 -1.137
C -1.020 0.602 -1.430
C 3.813 -0.915 -1.201
C 3.283 2.043 -0.743
H -3.437 0.683 -0.051
H -4.566 -0.550 -0.686
H -4.070 0.833 -1.695
H -1.101 -2.701 -2.365
H -2.813 -3.116 -2.091
H -1.660 -3.023 -0.749
H 3.108 2.696 -1.591
H 4.345 1.892 -0.579
H 2.761 2.433 0.125
H -1.003 1.393 -0.672
H -0.005 0.079 -1.882
H 4.453 -0.850 -0.322
H 4.402 -0.783 -2.122
H 3.300 -1.886 -1.228
C -0.110 2.300 3.366
C -0.457 2.441 1.897
C -1.968 2.693 1.787
C 0.309 3.643 1.346
O -0.048 1.280 1.172
H 0.946 2.039 3.470
H -0.732 1.522 3.818
H -0.300 3.246 3.886
H -2.199 3.617 2.341
H -2.303 2.842 0.749
H -2.542 1.872 2.245
H 1.390 3.486 1.507
H 0.108 3.798 0.272
H -0.014 4.540 1.898
```

---

(3)
8 unconnected molecules or ions with the total composition C27H51BCl14NO3P at a distorted geometry. Source: the OMol25 dataset; level of theory: the ωB97M-V functional and the def2-TZVPD basis.

- SMILES = CB(O)[C@@](N)(COCCCc1ccccc1)P(C)O.ClCCCl.ClCCCl.ClCCCl.ClCCCl.ClCCCl.ClCCCl.ClCCCl
- total charge = 0
- highest occupied orbital energy (eV) = -8.09
- total energy (hartree) = -8148.83340

```
98
C27H51BCl14NO3P, DFT the ωB97M-V functional and the def2-TZVPD basis
C -3.280 -0.781 -1.589
B -2.908 -2.244 -2.049
O -2.790 -2.409 -3.414
C -2.680 -3.567 -1.119
N -3.409 -4.731 -1.732
C -1.161 -3.853 -1.118
O -0.465 -2.727 -1.605
C 0.668 -2.383 -0.818
C 0.358 -1.391 0.325
C 0.361 -2.159 1.653
C 0.091 -1.329 2.879
C 1.020 -0.448 3.419
C 0.709 0.252 4.572
C -0.511 0.116 5.211
C -1.457 -0.753 4.677
C -1.138 -1.449 3.523
P -3.321 -3.280 0.587
C -3.050 -4.828 1.533
O -4.974 -3.204 0.424
H -4.346 -0.622 -1.785
H -3.068 -0.561 -0.545
H -2.731 -0.081 -2.236
H -2.151 -3.104 -3.606
H -4.392 -4.477 -1.737
H -3.155 -4.807 -2.713
H -0.808 -4.159 -0.130
H -1.033 -4.713 -1.785
H 1.441 -1.981 -1.471
H 1.075 -3.298 -0.373
H 1.123 -0.612 0.288
H -0.607 -0.925 0.130
H 1.280 -2.736 1.785
H -0.460 -2.880 1.588
H 1.985 -0.309 2.951
H 1.443 0.929 4.985
H -0.744 0.645 6.125
H -2.413 -0.871 5.167
H -1.876 -2.120 3.097
H -1.986 -5.039 1.618
H -3.426 -4.637 2.537
H -3.607 -5.682 1.141
H -5.301 -4.091 0.215
Cl -2.451 -7.719 3.121
C -3.685 -8.415 4.202
C -4.958 -8.744 3.466
Cl -5.818 -7.279 2.924
H -3.862 -7.706 5.007
H -3.261 -9.322 4.628
H -5.634 -9.282 4.128
H -4.764 -9.362 2.594
Cl 4.757 0.984 -5.192
C 3.419 -0.162 -4.917
C 2.750 0.043 -3.580
Cl 3.815 -0.409 -2.218
H 3.819 -1.169 -5.011
H 2.695 -0.001 -5.714
H 1.864 -0.587 -3.513
H 2.447 1.077 -3.435
Cl -1.505 1.844 -2.957
C -2.777 2.914 -3.620
C -3.243 3.997 -2.673
Cl -4.139 3.357 -1.278
H -3.604 2.273 -3.919
H -2.354 3.377 -4.510
H -3.914 4.670 -3.204
H -2.409 4.577 -2.284
Cl 3.663 -2.170 2.101
C 4.532 -2.887 0.725
C 5.376 -4.069 1.124
Cl 6.766 -3.592 2.131
H 5.133 -2.103 0.271
H 3.774 -3.198 0.006
H 5.778 -4.547 0.233
H 4.796 -4.802 1.678
Cl 4.563 6.836 -3.806
C 4.698 5.111 -3.387
C 3.447 4.344 -3.728
Cl 2.070 4.796 -2.687
H 4.932 5.043 -2.327
H 5.539 4.713 -3.953
H 3.621 3.281 -3.579
H 3.152 4.505 -4.762
Cl 4.627 7.046 0.047
C 3.675 8.446 -0.501
C 3.694 9.580 0.487
Cl 2.800 9.171 1.973
H 2.662 8.104 -0.688
H 4.110 8.769 -1.446
H 3.207 10.450 0.050
H 4.707 9.857 0.768
Cl 0.218 7.476 0.350
C -0.556 7.649 1.941
C -1.093 6.336 2.452
Cl -2.469 5.754 1.488
H -1.342 8.395 1.848
H 0.202 8.028 2.625
H -1.444 6.455 3.477
H -0.333 5.565 2.437
```

---

(4)
A molecular structure, C27H51ClNO5SSi2 at a distorted geometry. Source: the OMol25 dataset; level of theory: the ωB97M-V functional and the def2-TZVPD basis.

- total charge = +1
- highest occupied orbital energy (eV) = -9.82
- total energy (hartree) = -2927.47113

```
88
C27H51ClNO5SSi2, DFT the ωB97M-V functional and the def2-TZVPD basis
C 4.762 -2.504 3.944
C 4.172 -2.034 2.606
C 4.088 -3.174 1.602
Cl 3.148 -4.552 2.246
Si 3.437 -2.663 -0.099
N 1.745 -2.507 -0.136
C 0.977 -3.468 -0.482
C 0.986 -4.082 -1.841
C -0.068 -3.978 0.464
O 4.243 -1.288 -0.545
Si 3.410 0.134 -0.781
S 2.135 0.555 0.918
C 2.450 0.113 -2.391
C 1.394 1.218 -2.366
O 1.242 1.795 -3.643
C -0.065 2.239 -3.946
C -0.254 3.727 -3.787
O -0.314 4.203 -2.445
C -1.278 3.594 -1.672
C -2.635 3.656 -1.968
C -3.560 2.983 -1.165
C -3.179 2.230 -0.042
C -4.252 1.481 0.789
C -3.544 0.452 1.663
C -4.873 2.556 1.691
C -5.271 0.885 -0.215
C -5.991 -0.437 0.109
C -6.696 -0.477 1.477
C -5.100 -1.673 -0.102
C -7.114 -0.542 -0.950
C -1.815 2.226 0.262
C -0.879 2.893 -0.538
C 4.655 1.538 -0.871
C 5.956 1.011 -1.470
C 6.954 2.032 -1.808
O 7.061 1.125 -0.648
H 5.660 -3.108 3.801
H 4.987 -1.639 4.564
H 4.040 -3.094 4.502
H 3.185 -1.642 2.826
H 4.830 -1.258 2.227
H 5.100 -3.538 1.428
H 3.846 -3.753 -1.015
H 1.915 -3.893 -2.368
H 0.203 -3.580 -2.412
H 0.758 -5.143 -1.824
H 0.024 -5.049 0.612
H 0.007 -3.438 1.398
H -1.045 -3.743 0.038
H 2.348 1.877 0.979
H 1.986 -0.870 -2.457
H 3.112 0.243 -3.245
H 0.470 0.804 -1.967
H 1.729 2.004 -1.680
H -0.828 1.665 -3.419
H -0.222 2.027 -5.005
H 0.611 4.211 -4.233
H -1.121 4.046 -4.368
H -2.970 4.221 -2.826
H -4.603 3.056 -1.431
H -2.869 0.975 2.335
H -4.219 -0.113 2.297
H -2.930 -0.239 1.091
H -5.713 2.149 2.251
H -5.199 3.421 1.123
H -4.133 2.856 2.428
H -6.065 1.625 -0.336
H -4.834 0.768 -1.203
H -6.118 -1.038 2.204
H -6.954 0.509 1.848
H -7.630 -1.025 1.369
H -4.440 -1.464 -0.944
H -4.464 -1.861 0.757
H -5.699 -2.541 -0.351
H -7.892 0.183 -0.712
H -7.590 -1.517 -0.892
H -6.746 -0.361 -1.957
H -1.421 1.694 1.112
H 0.170 2.870 -0.288
H 4.943 1.867 0.124
H 4.312 2.347 -1.508
H 5.890 0.156 -2.128
H 6.766 3.035 -1.461
H 7.831 1.782 -2.381
O 6.094 -1.429 6.681
H 5.758 -1.345 7.597
H 6.527 -2.295 6.523
H 6.677 -0.680 6.436
```